12
Properties=species:S:1:pos:R:3 method="wB97M-V/def2-TZVPD" smiles="O=C1CCOC1" multiplicity=1 e_above_lowest_kcal_mol=21.6 lumo_ev=0.88
O -1.32564 -0.10951 0.52807
O 1.14883 -0.92326 -1.83103
C -0.27502 0.72823 1.01619
C 0.88202 0.66168 0.01419
C -0.85718 -0.99672 -0.45520
C 0.50068 -0.48456 -0.91352
H 1.00037 1.57665 -0.57708
H -1.56344 -1.02322 -1.29194
H 1.84493 0.43414 0.48125
H -0.69346 1.73400 1.11231
H 0.03394 0.39261 2.01542
H -0.74304 -2.02349 -0.07367

15
Properties=species:S:1:pos:R:3 method="wB97M-V/def2-TZVPD" multiplicity=1 e_above_lowest_kcal_mol=90.2 lumo_ev=0.61
O -0.84375 -1.21703 -0.00065
O 2.59010 0.88739 -0.00338
N -0.13191 0.80613 -0.17770
C 2.65339 -0.32113 0.06802
C 1.46036 -1.03453 -0.25759
C 0.28968 -0.46857 -0.07879
C -2.04852 -0.36636 0.14493
C -1.49283 1.00019 -0.11730
H -2.58427 -0.57431 0.99455
H -1.54171 1.62576 -1.13196
H 0.64634 1.62041 0.22838
H -1.56748 1.60556 0.97477
H 1.52360 -2.06459 -0.50992
H 3.71067 -0.88861 0.62239
H -2.66368 -0.61032 -0.75576

30
Properties=species:S:1:pos:R:3 method="wB97M-V/def2-TZVPD" total_charge=+3 multiplicity=2 s_squared=0.777 e_above_lowest_kcal_mol=31.4 lumo_ev="-12.49 / -13.57"
Re 1.29671 1.04154 -0.50062
Br -0.10713 -6.15112 -1.76777
Cl 4.40292 1.02725 -0.17988
O 5.09801 2.20309 0.12507
O 2.12020 0.63664 0.86498
O 2.66309 1.36873 -1.49373
O 5.15346 -0.09367 -0.55400
N -0.31866 -0.38076 -0.16089
N -0.25305 2.15334 0.40736
C -1.37059 0.08456 0.43761
C 0.43023 -3.42858 -2.10809
C -0.78049 -4.05789 -0.04406
C -0.25711 -1.76479 -0.52213
C 0.38362 -2.11556 -1.72095
C -2.45768 2.12361 1.36680
C -0.82441 -2.73852 0.32023
C -1.39711 1.49033 0.76861
C -1.21805 4.17325 1.23010
C -2.36276 3.50586 1.60323
C -0.16949 3.46567 0.63586
C -0.15676 -4.42081 -1.27230
H -1.20128 -4.82541 0.59266
H -2.23412 -0.54111 0.65142
H -3.34557 1.57038 1.64538
H 0.89473 -3.71809 -3.04174
H 0.75229 3.95565 0.34880
H -3.18333 4.03432 2.07189
H 0.80764 -1.36091 -2.37155
H -1.10586 5.23711 1.39220
H -1.25944 -2.47410 1.27550

52
Properties=species:S:1:pos:R:3 method="wB97M-V/def2-TZVPD" total_charge=+2 multiplicity=5 s_squared=6.055 e_above_lowest_kcal_mol=64.2 lumo_ev="-6.97 / -10.88"
Pd 1.43950 2.53283 2.18768
S 3.38962 5.96411 5.15138
P 1.50445 0.26727 2.09505
P 0.02700 2.41025 0.41677
N 2.22973 3.92325 3.38862
C -2.58475 -3.80524 -1.51303
C 0.31183 3.42674 -1.08491
C 0.36627 -3.45459 -2.84558
C -1.22992 -3.79906 -0.84673
C 0.18080 -0.32253 0.92618
C 3.03465 -0.49352 1.41393
C -3.15972 -2.38803 -1.72983
C 1.42156 4.64934 2.25358
C 1.21470 -0.74325 3.59987
C -2.35290 -1.43588 -2.57321
C 2.74954 4.83787 4.17861
C -0.74008 -2.99850 -3.82239
C -1.36045 -1.67672 -3.43818
C -0.02204 -3.65036 -1.40350
C -1.75599 2.71577 0.75114
C 0.04339 0.66871 -0.24079
H -2.63753 -0.39103 -2.44286
H 3.84235 -0.36202 2.13976
H -0.84755 0.46007 -0.84485
H 0.63496 5.12020 1.64981
H 0.91536 0.59462 -0.90196
H -0.75139 -0.35572 1.50321
H -1.25400 -3.90231 0.23824
H 0.81248 -4.38695 -3.22598
H 0.38481 -1.33942 0.57037
H -1.49506 -3.78023 -3.92418
H -4.17048 -2.47733 -2.15808
H -2.38836 2.41722 -0.09250
H 1.11723 -1.80930 3.36745
H 2.39093 5.00962 1.88240
H 1.31046 4.99396 3.28762
H 0.15078 4.49373 -0.89630
H -2.56272 -4.34896 -2.45929
H 0.30671 -0.39103 4.09679
H -2.05499 2.16395 1.64655
H 1.17777 -2.71373 -2.87171
H -0.91160 -0.80553 -3.91565
H 1.34034 3.26956 -1.42231
H -1.89557 3.78188 0.95178
H -3.30259 -1.91850 -0.74639
H 3.31954 0.02882 0.49648
H -0.28098 -2.89149 -4.81224
H -3.28551 -4.34912 -0.86856
H 0.82994 -3.67007 -0.72259
H -0.36067 3.08826 -1.87773
H 2.90328 -1.56070 1.20330
H 2.05491 -0.59692 4.28481

- The highest multiplicity belongs to which entry?
  C16H31NP2PdS